{
  "formula": "C23H29EuN5O5S",
  "method": "ωB97M-V with the def2-TZVPD basis set",
  "total_charge": 2,
  "homo_lumo_gap_ev": [5.38, 8.43],
  "e_lumo_ev": [-5.9, -5.4],
  "multiplicity": 8,
  "total_energy_ev": -72162.8592,
  "elements": ["Eu", "O", "C", "O", "C", "C", "C", "C", "C", "N", "C", "O", "O", "H", "H", "H", "H", "H", "O", "N", "C", "C", "C", "C", "C", "H", "H", "H", "H", "H", "C", "C", "N", "C", "C", "C", "C", "N", "H", "H", "H", "H", "H", "H", "H", "H", "H", "H", "H", "H", "H", "H", "S", "C", "N", "C", "C", "C", "C", "H", "H", "H", "H", "H"],
  "coordinates": [[-0.302, 0.035, -0.186], [2.633, 0.066, -3.522], [1.970, 0.057, -2.401], [0.730, 0.084, -2.355], [2.772, 0.019, -1.161], [4.141, 0.002, -1.120], [4.764, -0.008, 0.149], [3.998, 0.013, 1.284], [2.588, 0.027, 1.183], [1.995, 0.013, -0.058], [1.641, 0.054, 2.246], [2.001, 0.093, 3.536], [0.389, 0.036, 2.012], [2.038, 0.100, -4.287], [4.720, 0.006, -2.032], [5.842, -0.026, 0.216], [4.489, 0.017, 2.249], [2.956, 0.159, 3.641], [-0.375, 2.188, 0.118], [-1.173, 2.751, 1.020], [-0.748, 2.931, 2.282], [-1.577, 3.503, 3.223], [-2.854, 3.907, 2.865], [-3.259, 3.737, 1.548], [-2.398, 3.163, 0.641], [0.255, 2.602, 2.497], [-1.209, 3.637, 4.229], [-3.513, 4.363, 3.592], [-4.233, 4.062, 1.210], [-2.619, 3.031, -0.407], [-6.104, -1.113, -3.226], [-5.535, -1.762, -1.968], [-4.821, -0.819, -1.092], [-5.649, 0.026, -0.228], [-5.677, 1.487, -0.671], [-3.492, -0.714, -1.097], [-2.703, -1.463, -2.141], [-2.794, -0.009, -0.231], [-6.495, -1.884, -3.889], [-5.337, -0.554, -3.765], [-6.920, -0.431, -2.989], [-4.871, -2.585, -2.221], [-6.350, -2.187, -1.384], [-5.318, -0.059, 0.812], [-6.659, -0.372, -0.266], [-4.678, 1.924, -0.673], [-6.305, 2.063, 0.008], [-6.090, 1.579, -1.674], [-3.226, -1.518, -3.091], [-2.486, -2.478, -1.806], [-1.753, -0.952, -2.313], [-3.397, 0.449, 0.445], [-0.116, -2.699, 0.091], [-0.136, -2.788, 1.804], [-1.325, -2.699, 2.447], [-1.473, -2.808, 3.788], [-0.385, -3.021, 4.577], [0.872, -3.137, 3.963], [0.994, -3.028, 2.599], [-2.137, -2.563, 1.861], [-2.478, -2.729, 4.174], [-0.498, -3.118, 5.645], [1.748, -3.319, 4.571], [1.947, -3.128, 2.101]],
  "forces_ev_per_a": [[-0.8, -0.7, -0.3], [0.2, 0.0, 0.0], [-0.3, 0.0, 0.0], [0.2, -0.1, 0.0], [0.4, 0.0, 0.2], [-0.3, 0.0, -0.3], [0.0, 0.0, 0.3], [0.2, 0.0, -0.1], [-0.4, 0.0, -0.1], [0.8, 0.2, 0.1], [0.2, 0.0, -0.1], [-0.2, 0.0, 0.1], [0.3, 0.1, 0.0], [-0.1, 0.0, 0.0], [0.0, 0.0, 0.0], [0.0, 0.0, 0.0], [0.0, 0.0, 0.0], [0.1, 0.0, 0.0], [-0.2, 1.0, 0.2], [-0.3, 0.4, 0.2], [0.1, -0.1, 0.0], [-0.1, 0.1, 0.0], [0.1, 0.0, -0.1], [0.0, 0.0, 0.1], [0.0, 0.1, -0.1], [0.0, 0.0, -0.1], [0.0, 0.0, 0.0], [0.0, 0.0, 0.0], [0.0, 0.0, 0.0], [0.0, -0.1, 0.0], [0.1, 0.0, 0.1], [-0.1, 0.1, -0.3], [-0.1, -0.1, -0.1], [0.0, 0.2, 0.0], [0.0, -0.1, 0.1], [0.2, -0.1, 0.1], [-0.1, 0.0, 0.1], [-0.2, 0.1, 0.0], [0.0, 0.0, 0.0], [0.0, 0.0, 0.0], [0.0, 0.0, 0.0], [0.0, 0.0, 0.0], [0.1, -0.1, 0.1], [0.0, -0.1, 0.0], [0.0, -0.1, 0.0], [0.0, 0.0, 0.0], [0.0, 0.0, 0.0], [0.0, 0.0, 0.0], [0.1, 0.1, 0.0], [0.0, 0.0, 0.0], [-0.1, -0.1, -0.1], [0.0, 0.0, 0.0], [-0.1, -0.5, -0.1], [-0.1, -0.3, 0.0], [0.2, 0.0, 0.1], [0.0, 0.0, 0.1], [0.1, 0.0, 0.0], [-0.1, 0.0, -0.1], [0.0, 0.0, 0.0], [-0.1, 0.0, 0.0], [0.0, 0.0, -0.1], [0.0, 0.0, 0.0], [0.0, 0.0, 0.0], [0.0, 0.0, 0.0]]
}

{
  "formula": "C20H18BrN4OOsS",
  "method": "ωB97M-V with the def2-TZVPD basis set",
  "total_charge": 3,
  "homo_lumo_gap_ev": [4.92, 4.92],
  "e_lumo_ev": [-11.6, -11.6],
  "total_energy_ev": -112357.6110,
  "elements": ["Os", "N", "C", "C", "C", "C", "C", "C", "S", "N", "C", "C", "C", "C", "C", "C", "N", "H", "H", "H", "H", "H", "H", "H", "H", "H", "C", "C", "N", "O", "H", "H", "H", "H", "H", "Br", "C", "C", "C", "C", "C", "C", "H", "H", "H", "H"],
  "coordinates": [[-0.965, -0.258, -0.589], [2.706, -1.139, 0.963], [3.760, -1.168, 0.009], [5.045, -1.444, 0.448], [6.083, -1.470, -0.470], [5.826, -1.215, -1.809], [4.535, -0.931, -2.245], [3.500, -0.911, -1.330], [1.872, -0.568, -1.923], [0.946, -0.538, -0.464], [1.459, -0.830, 0.751], [0.472, -0.791, 1.851], [0.747, -0.934, 3.192], [-0.306, -0.907, 4.104], [-1.596, -0.743, 3.636], [-1.804, -0.581, 2.275], [-0.792, -0.593, 1.404], [2.980, -1.380, 1.909], [5.237, -1.640, 1.497], [7.088, -1.687, -0.138], [6.634, -1.233, -2.528], [4.349, -0.732, -3.293], [1.760, -1.058, 3.553], [-0.111, -1.016, 5.163], [-2.442, -0.730, 4.309], [-2.793, -0.435, 1.863], [-5.020, -0.297, -1.076], [-3.955, -1.324, -1.237], [-4.250, -2.550, -1.574], [-2.733, -0.999, -1.051], [-5.969, -0.626, -1.493], [-4.707, 0.626, -1.562], [-5.161, -0.094, -0.012], [-5.207, -2.818, -1.762], [-3.533, -3.252, -1.700], [-1.546, 6.157, -1.478], [-1.357, 4.349, -1.162], [-1.769, 3.822, 0.080], [-1.612, 2.487, 0.332], [-1.071, 1.636, -0.671], [-0.666, 2.188, -1.923], [-0.802, 3.530, -2.161], [-2.195, 4.482, 0.823], [-1.911, 2.090, 1.293], [-0.237, 1.559, -2.700], [-0.489, 3.963, -3.102]],
  "forces_ev_per_a": [[0.0, 0.2, 0.0], [0.0, 0.0, 0.0], [0.0, 0.0, 0.0], [0.0, 0.0, 0.0], [0.0, 0.0, 0.0], [0.0, 0.0, 0.0], [0.0, 0.0, 0.0], [0.0, 0.0, 0.0], [0.0, 0.1, 0.0], [0.0, -0.1, 0.1], [0.0, 0.0, 0.0], [0.0, 0.0, 0.0], [0.0, 0.0, 0.0], [0.0, 0.0, 0.0], [0.0, 0.0, 0.0], [0.0, 0.0, 0.0], [0.0, 0.1, -0.1], [0.0, 0.0, 0.0], [0.0, 0.0, 0.0], [0.0, 0.0, 0.0], [0.0, 0.0, 0.0], [0.0, 0.0, 0.0], [0.0, 0.0, 0.0], [0.0, 0.0, 0.0], [0.0, 0.0, 0.0], [0.0, 0.0, 0.0], [0.0, 0.0, 0.0], [0.0, 0.1, -0.1], [0.0, 0.0, 0.0], [0.0, -0.2, 0.1], [0.0, 0.0, 0.0], [0.0, 0.0, 0.0], [0.0, 0.0, 0.0], [0.0, 0.0, 0.0], [0.0, 0.0, 0.0], [0.0, -0.1, 0.0], [0.0, 0.2, 0.0], [0.0, 0.0, 0.0], [0.1, 0.1, 0.0], [0.0, -0.1, 0.1], [-0.1, 0.0, 0.0], [0.0, -0.1, 0.0], [0.0, 0.0, 0.0], [0.0, 0.0, 0.0], [0.0, 0.0, 0.0], [0.0, 0.0, 0.0]]
}

{
  "formula": "C26H27N3O6RhS",
  "method": "ωB97M-V with the def2-TZVPD basis set",
  "total_charge": 1,
  "homo_lumo_gap_ev": 6.13,
  "e_lumo_ev": -4.4,
  "total_energy_ev": -57991.7144,
  "elements": ["Rh", "O", "C", "C", "C", "C", "C", "C", "C", "O", "N", "N", "C", "C", "C", "C", "C", "C", "C", "O", "H", "H", "H", "H", "H", "H", "H", "H", "H", "H", "O", "C", "O", "C", "N", "C", "C", "C", "H", "H", "H", "H", "H", "H", "H", "H", "H", "C", "S", "O", "C", "C", "C", "C", "C", "C", "H", "H", "H", "H", "H", "H", "H", "H"],
  "coordinates": [[0.879, 1.049, -0.260], [0.776, -1.380, -4.050], [-0.104, -2.274, -3.572], [-0.656, -3.159, -4.502], [-1.571, -4.109, -4.110], [-1.966, -4.211, -2.774], [-1.427, -3.347, -1.849], [-0.498, -2.365, -2.225], [0.017, -1.426, -1.212], [0.816, -0.468, -1.610], [-0.338, -1.552, 0.020], [0.095, -0.474, 0.783], [0.017, -0.583, 2.060], [0.319, 0.411, 3.035], [0.214, 0.063, 4.398], [0.510, 0.966, 5.384], [0.928, 2.253, 5.013], [1.018, 2.622, 3.691], [0.711, 1.709, 2.666], [0.789, 2.121, 1.427], [1.114, -0.819, -3.329], [-0.336, -3.073, -5.532], [-1.987, -4.785, -4.846], [-2.678, -4.966, -2.470], [-1.705, -3.407, -0.805], [-0.315, -1.557, 2.416], [-0.098, -0.943, 4.658], [0.424, 0.694, 6.427], [1.187, 2.969, 5.784], [1.318, 3.621, 3.402], [-2.809, 2.441, -1.597], [-2.050, 1.622, -1.079], [-0.808, 1.839, -0.915], [-2.720, 0.311, -0.619], [-4.030, 0.253, -1.375], [-5.140, -0.122, -0.434], [-4.428, -0.494, 0.862], [-3.171, 0.374, 0.844], [-2.114, -0.564, -0.823], [-3.983, -0.342, -2.198], [-4.038, 1.263, -1.687], [-5.724, -0.936, -0.853], [-5.788, 0.742, -0.308], [-4.152, -1.550, 0.852], [-5.052, -0.314, 1.734], [-2.403, 0.015, 1.521], [-3.412, 1.405, 1.114], [3.514, 3.047, -2.234], [2.587, 1.566, -1.886], [2.892, 0.585, -2.927], [3.319, 1.003, -0.343], [3.442, 1.869, 0.755], [4.057, 1.407, 1.904], [4.540, 0.105, 1.957], [4.412, -0.754, 0.867], [3.798, -0.313, -0.288], [4.571, 2.789, -2.232], [3.275, 3.803, -1.489], [3.197, 3.374, -3.223], [3.078, 2.886, 0.707], [4.160, 2.062, 2.758], [5.027, -0.244, 2.858], [4.796, -1.763, 0.920], [3.705, -0.944, -1.163]],
  "forces_ev_per_a": [[-0.9, -2.9, 0.6], [-0.1, -0.2, -0.1], [0.1, 0.1, 0.0], [0.0, 0.0, 0.0], [0.0, 0.0, 0.0], [0.0, 0.0, 0.0], [0.0, 0.1, 0.0], [0.2, 0.1, 0.0], [0.5, -0.2, -0.3], [-0.4, 0.5, -0.5], [-0.3, 0.0, 0.5], [0.5, 0.6, -0.1], [-0.1, -0.3, 0.4], [0.1, -0.2, 0.0], [0.0, 0.0, 0.0], [0.0, 0.0, 0.0], [0.0, 0.0, -0.1], [0.0, 0.1, 0.1], [-0.1, 0.0, -0.5], [0.2, 1.3, -0.3], [0.0, 0.0, 0.0], [0.0, 0.0, 0.0], [0.0, 0.0, 0.0], [0.0, 0.0, 0.0], [0.0, 0.0, 0.0], [-0.1, 0.0, 0.0], [0.0, 0.0, 0.0], [0.0, 0.0, 0.0], [0.0, 0.0, 0.0], [0.0, 0.0, 0.0], [0.1, -0.2, 0.1], [-0.3, -0.1, -0.2], [0.1, 0.2, 0.1], [0.1, 0.1, 0.1], [0.4, 0.4, 0.0], [-0.1, -0.1, 0.2], [0.1, 0.0, 0.0], [-0.1, 0.0, 0.0], [-0.2, -0.1, 0.0], [0.1, -0.1, 0.0], [-0.3, -0.1, -0.1], [0.0, 0.0, -0.1], [0.1, 0.0, 0.0], [0.0, 0.0, 0.0], [0.0, 0.0, 0.0], [0.0, 0.0, 0.0], [0.0, 0.0, 0.0], [0.0, 0.0, 0.0], [0.6, 0.7, 0.4], [-0.2, 0.1, -0.2], [0.0, -0.1, 0.0], [0.2, -0.1, -0.1], [0.0, -0.1, 0.1], [0.0, 0.0, -0.1], [0.0, 0.0, 0.1], [-0.1, 0.1, -0.1], [0.0, 0.0, 0.0], [0.0, 0.0, 0.0], [0.0, 0.0, 0.0], [-0.1, 0.0, 0.0], [0.0, 0.0, 0.0], [0.0, 0.0, 0.0], [0.0, 0.0, 0.0], [0.0, 0.0, 0.0]]
}

In order of appearance, ΔE to the lowest compared entry with this formula, charge and spin = 0.1505, 0.0000, 1.4609 eV.